A 3-piece molecular cluster, C4H15N2O2 overall, computed with ωB97M-V/def2-TZVPD.

Properties
E_LUMO: -0.1101 Ha
Charge: +1
M: 123.176 g mol⁻¹
Energy relative to the best compared isomer or geometry (same formula, charge and spin): 3.5 kcal per mole

Positions of all 23 atoms, in Å:
C -2.225 1.067 -1.253
C -1.736 1.461 0.140
C -0.742 0.477 0.729
N 0.685 -1.945 1.387
C -0.607 -1.911 1.181
N -1.271 -0.894 0.698
H -2.910 0.225 -1.143
H -2.785 1.863 -1.728
H -1.369 0.752 -1.848
H -2.553 1.656 0.847
H -1.233 2.433 0.155
H -0.592 0.761 1.776
H 0.221 0.541 0.212
H 1.114 -2.859 1.385
H 1.311 -1.196 1.077
H -1.136 -2.817 1.459
H -2.263 -1.010 0.926
H 3.363 -0.782 -2.743
H 3.392 0.759 -2.837
O 3.040 0.025 -2.328
H 2.957 0.773 1.369
H 2.790 0.425 -0.183
O 2.547 0.194 0.722